C15H20IrN7O2S2 | wB97M-V/def2-TZVPD

## Properties
Relative energy (zero: lowest compared OMol25 entry of this formula, charge and spin)   60.2 kJ/mol
Strongest force on any atom   1.754 eV Å⁻¹
Charge   +2
HOMO   -0.5190 Ha

Element x y z (Å)
Ir: 0.194 0.069 -0.184
C: -3.432 1.229 4.755
C: -2.365 0.924 3.764
C: -1.030 0.808 4.043
C: -0.117 0.493 3.026
N: -0.557 0.287 1.773
C: -1.862 0.456 1.490
S: -2.219 0.342 -0.171
N: -2.741 0.744 2.468
C: 1.332 0.414 3.327
H: -3.000 1.620 5.672
H: -3.984 0.317 4.996
H: -4.139 1.958 4.358
H: -0.672 0.964 5.050
H: -3.714 0.865 2.209
H: 1.722 1.434 3.402
H: 1.875 -0.103 2.546
H: 1.501 -0.071 4.288
O: 2.624 1.788 -0.714
N: 1.935 2.492 -0.052
O: 0.752 2.015 0.325
C: -0.495 3.379 -4.334
C: 0.100 2.151 -3.738
C: 0.930 1.189 -4.265
C: 1.161 0.258 -3.247
N: 0.505 0.635 -2.144
N: -0.137 1.786 -2.467
C: 1.996 -0.972 -3.338
H: 0.057 3.664 -5.225
H: -0.466 4.213 -3.633
H: -1.533 3.204 -4.621
H: 1.327 1.158 -5.266
H: -0.700 2.260 -1.779
H: 2.986 -0.727 -3.720
H: 1.543 -1.686 -4.027
H: 2.114 -1.442 -2.368
S: 2.379 -0.834 0.163
C: 1.493 -2.261 0.030
N: 1.967 -3.530 0.045
C: 1.166 -4.600 -0.164
C: -0.161 -4.408 -0.419
C: -0.625 -3.087 -0.448
N: 0.172 -2.060 -0.206
H: 2.961 -3.666 0.193
H: 1.641 -5.571 -0.131
H: -0.822 -5.240 -0.601
H: -1.662 -2.856 -0.663


C15H13ClN2O3Pt | wB97M-V/def2-TZVPD

## Properties
Spin multiplicity   3
Relative energy (zero: lowest compared OMol25 entry of this formula, charge and spin)   18.5 kJ/mol
Strongest force on any atom   1.469 eV Å⁻¹
<S²>   2.008
Charge   -2
HOMO (alpha / beta)   0.0055 / -0.0281 Ha

Element x y z (Å)
Pt: -0.340 -0.275 -0.366
O: -0.892 1.309 -1.748
C: -0.261 2.423 -1.757
C: -0.203 3.141 -2.988
C: 0.314 4.411 -3.100
C: 0.847 5.051 -1.977
C: 0.868 4.365 -0.780
C: 0.366 3.063 -0.620
C: 0.553 2.478 0.689
N: 0.324 1.263 1.023
N: 0.523 0.831 2.281
C: 0.502 -0.492 2.389
O: 0.518 -1.319 1.426
C: 0.490 -1.026 3.768
C: 0.315 -0.201 4.882
C: 0.228 -0.737 6.154
C: 0.324 -2.111 6.352
C: 0.527 -2.936 5.251
C: 0.613 -2.401 3.978
H: -0.627 2.641 -3.851
H: 0.308 4.919 -4.061
H: 1.246 6.057 -2.037
H: 1.302 4.843 0.094
H: 0.976 3.128 1.462
H: 0.238 0.864 4.710
H: 0.071 -0.087 7.009
H: 0.217 -2.534 7.344
H: 0.612 -4.007 5.399
H: 0.761 -3.029 3.109
Cl: -2.639 -0.553 0.467
C: 2.521 -0.291 -1.286
O: 1.323 -0.888 -1.598
H: 3.345 -0.724 -1.898
H: 2.820 -0.424 -0.226
H: 2.533 0.802 -1.482


C16H60O22 | wB97M-V/def2-TZVPD

## Properties
Relative energy (zero: lowest compared OMol25 entry of this formula, charge and spin)   0.0 kJ/mol
Strongest force on any atom   2.324 eV Å⁻¹
HOMO   -0.3603 Ha

Element x y z (Å)
C: 2.915 3.966 1.281
C: 2.609 2.533 1.706
O: 2.819 1.609 0.616
O: 2.558 4.212 -0.088
H: 3.979 4.126 1.406
H: 2.403 4.651 1.980
H: 1.541 2.493 2.007
H: 3.307 2.248 2.474
H: 2.084 1.735 -0.024
H: 3.241 3.802 -0.627
C: -0.843 3.784 4.922
C: -1.549 3.894 3.562
O: -1.377 2.673 2.799
O: 0.451 3.285 4.767
H: -1.381 3.056 5.576
H: -0.791 4.730 5.533
H: -1.138 4.745 2.943
H: -2.628 4.096 3.666
H: -1.220 2.824 1.855
H: 0.322 2.340 4.620
C: -4.090 0.333 0.031
C: -4.609 -0.974 -0.432
O: -5.451 -1.550 0.611
O: -3.706 0.274 1.381
H: -4.801 1.160 -0.135
H: -3.170 0.652 -0.521
H: -3.720 -1.599 -0.658
H: -5.196 -0.773 -1.336
H: -6.084 -2.143 0.184
H: -4.583 0.137 1.847
C: -0.740 -4.654 1.462
C: 0.232 -5.122 0.488
O: -0.512 -5.543 -0.680
O: -0.071 -4.466 2.722
H: -1.533 -5.418 1.530
H: -1.235 -3.736 1.153
H: 0.761 -5.963 0.949
H: 0.978 -4.342 0.214
H: -0.589 -6.486 -0.589
H: 0.126 -3.547 2.900
C: -1.457 -1.479 3.571
C: -1.639 -0.301 4.532
O: -0.735 0.750 4.214
O: -0.131 -1.808 3.347
H: -1.881 -1.292 2.600
H: -2.031 -2.313 3.957
H: -1.384 -0.738 5.499
H: -2.628 0.083 4.549
H: -1.013 1.267 3.401
H: 0.393 -1.137 3.793
C: 2.453 -3.006 -3.314
C: 1.050 -2.335 -3.503
O: 0.898 -1.418 -4.591
O: 2.887 -3.752 -4.480
H: 2.307 -3.591 -2.381
H: 3.210 -2.233 -3.093
H: 0.828 -1.778 -2.641
H: 0.320 -3.106 -3.548
H: 1.231 -1.855 -5.389
H: 2.555 -4.651 -4.356
C: 2.942 1.498 -3.051
C: 4.266 1.600 -2.285
O: 4.554 2.839 -1.540
O: 2.748 2.503 -4.054
H: 2.121 1.477 -2.359
H: 3.075 0.555 -3.589
H: 5.066 1.383 -3.038
H: 4.202 0.858 -1.508
H: 4.701 3.556 -2.161
H: 3.169 2.239 -4.865
C: -0.213 0.318 0.552
C: -0.338 -1.106 0.136
O: -0.517 -1.351 -1.246
O: 0.435 0.986 -0.578
H: 0.499 0.379 1.389
H: -1.169 0.769 0.814
H: -1.149 -1.505 0.705
H: 0.570 -1.619 0.516
H: -1.345 -1.814 -1.504
H: 0.305 1.950 -0.544
O: -0.411 3.567 0.360
H: 0.275 4.217 0.540
H: -0.563 3.662 -0.620
O: -2.543 -3.698 -1.775
H: -2.808 -3.358 -2.656
H: -1.950 -4.438 -1.896
O: -2.734 -1.325 -3.489
H: -2.075 -0.606 -3.550
H: -3.509 -0.793 -3.339
O: -0.849 0.956 -3.297
H: -0.429 0.731 -2.436
H: -0.290 0.567 -3.990
O: 3.042 -1.224 -0.666
H: 3.099 -0.672 0.151
H: 2.159 -1.094 -1.021
O: 0.192 3.428 -2.492
H: 1.066 3.545 -2.841
H: -0.130 2.671 -3.034


C6H6N3S | wB97M-V/def2-TZVPD

## Properties
Relative energy (zero: lowest compared OMol25 entry of this formula, charge and spin)   572.0 kJ/mol
Strongest force on any atom   5.176 eV Å⁻¹
Charge   +1
HOMO (alpha / beta)   -0.4858 / -0.4858 Ha

Element x y z (Å)
C: -3.264 -0.965 -0.048
C: -1.080 -1.003 0.014
C: -1.217 0.360 0.300
C: 0.998 1.340 -0.062
C: 3.005 -0.388 -0.076
C: 1.805 -1.016 0.497
N: -2.278 -1.679 -0.126
N: 1.758 0.261 -0.027
N: -0.307 1.342 0.104
S: -2.894 0.865 0.280
H: -4.293 -0.987 -0.098
H: 1.554 2.127 -0.491
H: 3.957 -0.112 0.550
H: 3.270 -0.557 -1.169
H: -0.195 -1.889 0.148
H: -0.820 2.301 0.205


C5H5NO | wB97M-V/def2-TZVPD

## Properties
Relative energy (zero: lowest compared OMol25 entry of this formula, charge and spin)   224.8 kJ/mol
Strongest force on any atom   1.111 eV Å⁻¹
SMILES   C#C[C@@H](O)CC#N
HOMO   -0.3924 Ha

Element x y z (Å)
O: -0.673 -0.533 -1.814
C: -0.523 -0.430 -0.415
C: 0.915 -0.828 -0.015
C: 1.186 -0.634 1.410
N: 1.393 -0.464 2.534
C: -0.886 0.906 0.082
C: -1.169 2.010 0.468
H: -0.296 0.266 -2.206
H: -1.213 -1.164 0.011
H: 1.067 -1.879 -0.280
H: 1.630 -0.234 -0.593
H: -1.431 2.984 0.818